# 1
71
Properties=species:S:1:pos:R:3 method="wB97M-V/def2-TZVPD" total_charge=-1 e_homo_ev=-4.8 total_energy_ha=-5263.85086 lumo_energy_ev=-1.506
Li 4.2828 -2.7130 1.6899
Li 4.2428 1.3841 0.3820
Li -3.0081 -2.8984 0.5368
Li -3.3274 0.8860 -0.9219
N -4.7835 -1.8845 -2.0777
S -4.6746 -2.2307 -3.6029
O -4.8614 -1.0527 -4.3759
O -5.1247 -3.5587 -3.9868
F -3.1020 -2.3395 -3.5876
S -6.4966 -2.1031 -2.0009
O -6.8388 -3.3133 -1.2996
O -7.3005 -1.7403 -3.1604
F -6.7725 -1.0068 -0.9059
N 5.7218 -1.3627 -0.9687
S 7.2248 -1.4046 -1.2198
O 7.6874 -0.3279 -2.0823
O 7.9930 -2.6386 -1.0334
F 7.3986 -0.8131 0.2446
S 5.4029 -2.2859 -2.4641
O 5.7975 -3.7168 -2.2782
O 5.6184 -1.6605 -3.7999
F 3.7669 -2.4635 -2.2530
N -4.2634 3.9849 -1.8304
S -5.6347 4.6542 -1.8504
O -5.8752 6.0012 -2.4822
O -6.4783 4.1920 -0.7591
F -6.1504 3.6823 -3.0368
S -3.6604 5.2282 -0.7375
O -4.4090 5.6711 0.4082
O -2.8411 6.2081 -1.4471
F -2.6151 4.3392 0.0658
N 1.5182 2.2902 -3.3934
O 1.8785 2.5243 -2.2641
O 0.3622 1.9405 -3.6019
O 2.2776 2.4034 -4.3306
N 0.4501 -1.2546 1.4733
O 1.4567 -0.5574 1.6312
O -0.6250 -0.6437 1.1585
O 0.4680 -2.4724 1.5014
C -2.5517 -6.1971 -0.2615
O -3.5796 -5.6916 0.4786
C -3.6409 -6.2984 1.7937
C -4.6078 -5.4923 2.6172
O -4.3166 -4.1333 2.5904
C -4.9083 -3.3627 3.6679
H -1.6681 -5.5629 -0.3341
H -2.7702 -6.2560 -1.3278
H -2.2933 -7.2283 -0.0210
H -2.7067 -6.1806 2.3427
H -3.9408 -7.3456 1.7546
H -4.5772 -5.9004 3.6275
H -5.6419 -5.6557 2.3138
H -5.9345 -3.0308 3.5099
H -4.3695 -2.4395 3.8815
H -4.9546 -3.8600 4.6367
C 5.8029 5.2942 -0.6561
O 6.1075 4.3626 0.3803
C 6.3635 5.1505 1.5372
C 6.3128 4.1340 2.7087
O 5.0392 3.4266 2.8562
C 3.8601 4.1187 3.3454
H 6.2230 4.8532 -1.5601
H 6.2585 6.2654 -0.4629
H 4.7374 5.5176 -0.7097
H 5.6355 5.9292 1.7647
H 7.3812 5.5262 1.4314
H 6.4145 4.7961 3.5685
H 7.1338 3.4246 2.8122
H 3.2343 3.4584 3.9459
H 3.3208 4.4277 2.4500
H 3.9311 5.0028 3.9790


# 2
31
Properties=species:S:1:pos:R:3 method="wB97M-V/def2-TZVPD" total_charge=+1 e_homo_ev=-13.0 total_energy_ha=-525.87158 lumo_energy_ev=-2.738
C 0.9037 -0.9436 -1.4823
C 1.8774 -1.9291 0.7405
C -2.4587 0.5889 1.3272
C -2.2500 -0.4569 -1.0615
C -0.4061 -0.7165 0.7312
C 2.2001 0.6438 0.4187
C 0.9454 -0.8894 -0.0239
C -1.5244 0.2638 0.1374
N 1.6526 1.9136 -0.1930
N -0.9304 1.5185 -0.3845
F 3.3566 0.2997 -0.2258
H 1.8984 -1.0383 -1.9705
H 0.3873 -0.1544 -1.8768
H 0.4341 -1.8565 -1.8223
H 1.9464 -1.4449 1.7680
H 2.7109 -1.9938 0.1918
H 1.4864 -2.9314 0.9153
H -2.0942 0.8356 2.2373
H -3.1573 -0.2090 1.5516
H -3.0412 1.4862 1.0218
H -2.8367 0.3240 -1.5652
H -2.9239 -1.1855 -0.7620
H -1.4917 -0.8750 -1.7528
H -0.7337 -1.7383 0.7010
H -0.1594 -0.3762 1.7794
H 2.3523 0.7522 1.4952
H 2.0410 2.5767 0.4149
H 2.1196 1.9132 -1.0492
H -1.4048 1.7337 -1.2342
H 0.2692 1.6801 -0.3883
H -1.1690 2.2088 0.3611


# 3
32
Properties=species:S:1:pos:R:3 method="wB97M-V/def2-TZVPD" total_charge=+1 e_homo_ev=-12.9 total_energy_ha=-964.96888 lumo_energy_ev=-4.698
C -2.7842 -3.4071 0.4207
C -1.4032 -3.9774 0.9397
C -0.1553 -3.1550 0.3989
O 0.2457 -2.1579 1.3849
S 1.7386 -1.5335 1.0547
C 1.6193 0.2715 1.4272
F 2.3722 0.4963 2.5987
C 2.1908 1.2158 0.3102
C 1.9837 0.7019 -1.1749
H -3.0720 -3.9791 -0.5071
H -3.6235 -3.5720 1.1462
H -2.7236 -2.3235 0.1268
H -1.3724 -4.0064 2.0639
H -1.3479 -5.0534 0.6125
H 0.6383 -3.9010 0.1486
H -0.5066 -2.6527 -0.5419
H 2.5618 -2.0569 2.0489
H 0.5655 0.5459 1.7088
H 3.2602 1.5056 0.5012
H 1.6125 2.1790 0.3953
H 2.5988 1.3838 -1.8288
H 0.9239 0.8551 -1.5198
H 2.3648 -0.3297 -1.3708
C -0.3377 4.0217 -1.8022
C -0.9376 3.6398 -0.4645
O -2.2729 3.1815 -0.6330
H -0.9329 4.8018 -2.2787
H 0.6874 4.3810 -1.6836
H -0.3341 3.1629 -2.4802
H -0.9605 4.5007 0.2040
H -0.3502 2.8442 0.0114
H -2.2488 2.4169 -1.2171


# 4
32
Properties=species:S:1:pos:R:3 method="wB97M-V/def2-TZVPD" total_charge=+1 spin_multiplicity=4 e_homo_ev="-9.9 / -12.1" total_energy_ha=-871.90525 lumo_energy_ev="-2.140 / -6.543"
Pd -3.7383 6.9258 -0.6834
I -2.4894 4.2347 -0.4750
C 0.7942 2.3797 0.5507
C 0.3521 1.2772 -0.4067
N -0.5474 0.0838 0.1253
C -1.7973 0.7208 0.7708
C -0.9034 -0.6812 -1.2357
C -1.6571 -2.0143 -1.0076
C 0.2015 -0.6629 1.3746
C 1.5249 -1.2443 0.9605
O 1.4950 -1.9971 -0.2332
C 2.7491 -2.4303 -0.6860
H 1.2691 1.9927 1.4523
H 0.0372 3.0726 0.9179
H 1.5304 2.9122 -0.0514
H 1.2239 0.8196 -0.8744
H -0.2131 1.8083 -1.1726
H -2.4975 -0.0849 0.9912
H -2.3634 1.5028 0.2647
H -1.5067 1.2152 1.6978
H 0.0462 -0.8769 -1.7337
H -1.3661 0.0064 -1.9436
H -2.4810 -2.0122 -0.2940
H -1.2617 -2.9045 -0.5185
H -1.9386 -2.5084 -1.9376
H -0.4584 -1.4677 1.6987
H 0.3762 -0.0249 2.2409
H 1.8387 -1.9367 1.7417
H 2.3238 -0.5035 0.9274
H 3.4836 -1.6468 -0.8721
H 2.8068 -2.8808 -1.6769
H 3.1669 -3.0743 0.0879


# 5
33
Properties=species:S:1:pos:R:3 method="wB97M-V/def2-TZVPD" total_charge=+1 e_homo_ev=-13.3 total_energy_ha=-1217.46901 lumo_energy_ev=-2.856
K -1.0077 -0.5686 1.2825
C 1.3570 0.7335 3.5078
O 1.4016 0.4846 2.1150
C 2.6385 0.0541 1.5535
C 2.4504 -0.5126 0.1768
O 1.4901 -1.5452 0.2527
C 1.4706 -2.4443 -0.8236
H 2.0016 0.0603 4.0671
H 0.3127 0.6003 3.8025
H 1.5537 1.7865 3.7157
H 3.1090 -0.6609 2.2330
H 3.2930 0.9302 1.4543
H 3.4241 -0.8982 -0.1421
H 2.1460 0.2555 -0.5383
H 2.4634 -2.8420 -1.0784
H 1.1412 -1.9831 -1.7597
H 0.8899 -3.3250 -0.5619
C 0.1330 2.4845 -0.6386
O -0.5866 1.3109 -0.9552
C -1.8698 1.5930 -1.4970
C -2.5521 0.3088 -1.9171
O -2.5925 -0.5889 -0.8049
C -3.2932 -1.8181 -0.9437
H 1.1223 2.1707 -0.3180
H -0.3466 2.9910 0.2037
H 0.2841 3.2227 -1.4287
H -1.8471 2.2256 -2.3872
H -2.4705 2.1049 -0.7407
H -2.0601 -0.2299 -2.7349
H -3.5830 0.5024 -2.2351
H -2.5333 -2.5959 -0.8651
H -3.9025 -1.8943 -1.8469
H -4.0372 -1.9125 -0.1473


# 6
30
Properties=species:S:1:pos:R:3 method="wB97M-V/def2-TZVPD" total_charge=+2 e_homo_ev=-18.5 total_energy_ha=-425.60977 lumo_energy_ev=-8.456
C 1.0858 -1.7033 0.2809
C -0.8135 1.1297 0.2968
C 0.1785 1.6220 1.2850
C -0.7070 1.6160 -1.0996
C -1.9089 -0.1498 1.9724
C -3.0711 0.2840 -0.1117
C 3.3026 -1.1742 -0.2691
C 1.6575 -0.8440 -1.9249
N -1.9339 0.5245 0.6792
N 1.8932 -1.2092 -0.6121
H 1.4541 -2.0030 1.2856
H 0.0753 -1.7707 -0.0393
H 0.9166 2.2810 0.8791
H 0.6913 0.8277 1.7335
H -0.4167 2.0416 2.0159
H -1.6477 2.0910 -1.4795
H -0.6921 0.7476 -1.8135
H 0.2824 2.2414 -1.3186
H -1.8889 0.5949 2.7425
H -2.7612 -0.7851 2.2037
H -0.9782 -0.8535 2.0268
H -3.3169 0.5412 -1.1583
H -3.2641 -0.8602 -0.1834
H -4.0536 0.6897 0.2629
H 3.7141 -0.2215 -0.7203
H 3.4318 -1.3981 0.8425
H 3.8923 -2.1006 -0.7301
H 2.2111 -1.6222 -2.6308
H 0.6213 -0.6847 -2.2473
H 2.0458 0.1476 -2.1683


# 7
32
Properties=species:S:1:pos:R:3 method="wB97M-V/def2-TZVPD" total_charge=0 smiles="C[C@H](O)/C=N/O.CCC[C@H](C)N" e_homo_ev=-9.5 total_energy_ha=-576.73589 lumo_energy_ev=0.772
C 1.1652 -1.6961 -5.2463
C 1.8574 -1.1221 -4.0174
C 0.9328 -0.1940 -3.2054
C 0.2726 -0.8418 -1.9494
C -0.7149 -1.9538 -2.2563
C 1.0011 2.0442 4.1968
C -0.1594 1.0756 4.0296
C -0.5332 0.8010 2.6002
H 0.8976 -0.8679 -5.9170
H 1.7861 -2.3933 -5.8286
H 0.2427 -2.2263 -4.9925
H 2.2128 -1.9385 -3.3574
H 2.7578 -0.5941 -4.3384
H 0.1353 0.2045 -3.8443
H 1.5290 0.6649 -2.8346
H 1.0882 -1.2650 -1.3302
H -1.5592 -1.5285 -2.8248
H -1.1121 -2.3800 -1.3259
H -0.2913 -2.7823 -2.8341
H -0.0171 1.0892 -1.3764
H -1.3722 0.2205 -1.5800
H 1.1588 2.1756 5.2688
H 0.7754 3.0230 3.7108
H 1.9131 1.6146 3.7661
H -1.0544 1.5283 4.4882
H -0.4676 -0.7734 4.5333
H 0.1303 0.2590 1.9130
H -1.3398 0.5781 0.4925
N -0.4500 0.1901 -1.1687
N -1.6889 1.2188 2.2442
O 0.1862 -0.0939 4.7376
O -2.1075 0.9502 0.9839


# 8
31
Properties=species:S:1:pos:R:3 method="wB97M-V/def2-TZVPD" total_charge=+1 e_homo_ev=-12.9 total_energy_ha=-480.70385 lumo_energy_ev=-3.925
C 1.8618 0.4248 0.0153
C -0.4832 -0.4533 1.9640
C -0.7956 1.7526 0.9871
C -0.7752 -1.7833 -0.6213
C -0.9933 0.5667 -1.7967
C -2.7650 -0.3427 -0.2171
C -0.5916 0.3457 0.6779
C -1.1613 -0.2892 -0.5075
N 2.4849 1.6237 0.1686
N 2.4396 -0.6654 -0.3278
N 3.8113 -0.7196 -0.4265
H -0.1546 0.2011 2.7990
H -0.0966 -1.5472 1.8936
H -1.3751 -0.8468 2.4130
H -0.6429 1.9857 2.0384
H -0.1062 2.3813 0.4098
H -1.8214 2.0504 0.6736
H -0.8580 -2.1736 0.3484
H 0.1245 -1.7548 -1.2331
H -1.5172 -2.3493 -1.2646
H -0.0058 0.6246 -2.2368
H -1.6114 0.2467 -2.6622
H -1.3299 1.5510 -1.7272
H -3.1343 -0.6809 -1.1891
H -3.0594 -1.0778 0.5667
H -3.2460 0.7009 -0.0754
H 2.1394 2.3816 0.7584
H 1.9176 -1.4888 -0.5460
H 3.4761 1.6125 0.3559
H 4.0368 -0.7992 -1.3626
H 4.2319 -1.4771 0.1241


# 9
32
Properties=species:S:1:pos:R:3 method="wB97M-V/def2-TZVPD" total_charge=0 smiles="CN(CCCN)/P=N/C(C)(C)C" e_homo_ev=-8.6 total_energy_ha=-822.34561 lumo_energy_ev=0.467
C -1.9114 0.9279 2.0663
C -0.8748 1.9963 2.1161
C -1.7954 -0.1012 0.9689
C 2.2117 -1.1881 -2.3161
C 0.1130 -0.3704 -3.3428
C 1.6287 1.2609 -2.1357
C -0.8822 -2.0437 2.4229
C 0.9972 -0.1493 -2.0812
N 0.3870 1.6378 2.7961
N -0.9060 -1.1778 1.2513
N 0.1789 -0.4267 -0.9358
P 0.4091 -1.4973 0.1289
H -1.9968 0.4479 3.0216
H -2.7623 1.5333 1.8932
H -0.4693 2.2004 1.1649
H -1.3589 2.8570 2.6162
H -2.7752 -0.5174 0.7321
H -1.4452 0.4450 0.1279
H 1.8565 -2.3097 -2.5625
H 2.7377 -0.9972 -3.2929
H 2.8623 -1.2804 -1.5820
H 0.7082 -0.1620 -4.2564
H -0.7514 0.2746 -2.9972
H -0.1998 -1.4212 -3.4403
H 1.7981 1.6661 -1.1351
H 2.7029 1.2663 -2.5409
H 1.1332 2.1160 -2.6422
H -0.8987 -1.5300 3.3895
H -1.6793 -2.6918 2.6790
H -0.0585 -2.7676 2.3455
H 0.1632 0.9847 3.5013
H 0.8774 1.0176 2.0391


# 10
30
Properties=species:S:1:pos:R:3 method="wB97M-V/def2-TZVPD" total_charge=0 smiles=CCC(C)(O)O.CC(C)C e_homo_ev=-9.7 total_energy_ha=-467.27270 lumo_energy_ev=0.842
C 1.9177 0.6473 0.6096
C 2.1611 -0.0381 -0.8846
C 3.2583 1.1128 1.1695
C 1.9832 -1.5467 -1.0120
O 1.0297 1.6973 0.3399
O 1.3246 -0.1560 1.5640
H 0.3677 -0.0765 1.4577
H 1.5060 1.9812 -0.5168
H 1.5324 0.4261 -1.6529
H 3.1866 0.2176 -1.1544
H 3.8931 0.2493 1.3471
H 3.0773 1.6310 2.1103
H 3.7526 1.7936 0.4801
H 0.9387 -1.8330 -0.8958
H 2.3212 -1.8745 -1.9937
H 2.5595 -2.0748 -0.2546
C -2.1827 0.1317 -0.0194
C -3.5148 0.7969 0.3219
C -1.8939 -1.0036 0.9627
C -2.1952 -0.3942 -1.4536
H -1.3925 0.8859 0.0637
H -2.3900 0.4122 -2.1589
H -3.7229 1.6187 -0.3614
H -4.3290 0.0761 0.2497
H -3.4972 1.1959 1.3348
H -2.6904 -1.7471 0.9236
H -1.8366 -0.6304 1.9849
H -0.9568 -1.5049 0.7246
H -1.2372 -0.8435 -1.7096
H -2.9704 -1.1503 -1.5762


# 11
30
Properties=species:S:1:pos:R:3 method="wB97M-V/def2-TZVPD" total_charge=0 smiles=CCCOC.CCCOC e_homo_ev=-9.7 total_energy_ha=-467.22106 lumo_energy_ev=1.094
O -5.0602 -4.5068 -1.2504
C -6.3892 -4.7709 -0.7931
C -2.7418 -3.0202 -2.3508
C -4.2841 -3.6214 -0.4169
C -2.8634 -3.6491 -0.9315
H -6.2921 -5.3270 0.1545
H -7.0362 -5.3479 -1.4750
H -6.8734 -3.8020 -0.5844
H -3.2855 -3.6200 -3.1000
H -1.6728 -3.0037 -2.6219
H -3.1280 -1.9874 -2.3793
H -4.3038 -4.1543 0.5532
H -4.7906 -2.6472 -0.2760
H -2.5305 -4.7049 -0.9301
H -2.1614 -3.0741 -0.2975
O 3.3422 3.2965 0.3379
C 3.5241 2.4033 -0.7127
C 4.6883 5.7144 2.0877
C 4.4113 3.2330 1.2218
C 4.3140 4.2488 2.4041
H 2.7738 2.5669 -1.5045
H 3.4142 1.3743 -0.3312
H 4.5296 2.5097 -1.1535
H 3.9343 6.2623 1.4979
H 5.6464 5.7369 1.5417
H 4.8217 6.2297 3.0537
H 5.3322 3.3644 0.6218
H 4.4285 2.2103 1.6451
H 4.9652 3.7917 3.1737
H 3.2875 4.2949 2.8160


# 12
31
Properties=species:S:1:pos:R:3 method="wB97M-V/def2-TZVPD" total_charge=0 e_homo_ev=-7.8 total_energy_ha=-1185.15891 lumo_energy_ev=-0.148
C -2.3256 -0.6183 -0.2706
C -1.1121 -0.4422 -0.0838
C 0.6254 0.8495 1.8839
C 1.0456 1.2056 -1.3507
C -4.9216 -1.8074 0.7008
C -4.4933 1.3537 0.1043
C 4.7351 0.9745 0.1935
C 4.0394 -1.7809 -1.3778
Si 0.8117 0.0010 0.2200
Si -4.1477 -0.4530 -0.3770
Si 3.7129 -0.7185 0.1018
H 0.1200 0.2637 2.5912
H 1.4355 1.3515 2.4701
H 0.0536 1.6433 1.3874
H 1.1205 0.5440 -2.2139
H 0.2398 1.8696 -1.5079
H 2.0183 1.6525 -1.4003
H -4.5213 -1.9350 1.7753
H -5.9908 -1.6884 0.7641
H -4.9670 -2.8025 0.2248
H -3.6933 1.6319 0.7169
H -4.3657 2.0384 -0.7196
H -5.3809 1.4324 0.7300
H 4.2978 1.6484 0.9589
H 5.7966 0.8290 0.6430
H 4.9567 1.3858 -0.7982
H 5.0534 -2.2251 -1.4444
H 3.3013 -2.5554 -1.3818
H 3.8924 -1.1818 -2.3576
H -5.0775 -0.8901 -1.6068
H 3.7406 -1.5760 1.4245